A molecular structure, C27H38N8O8PPbS3, computed with wB97M-V/def2-TZVPD.

Cartesian coordinates (Å):
Pb  0.81197  -0.77114  0.64706
N  -3.18443  -1.44322  0.20974
C  -3.34098  -0.79486  -0.98518
C  -4.31363  -1.16734  -1.89282
C  -4.51719  -0.46180  -3.08793
C  -3.76611  0.63660  -3.39929
C  -2.75817  1.05322  -2.50092
C  -1.94353  2.18057  -2.75498
C  -0.98828  2.54452  -1.85563
C  -0.82030  1.75865  -0.69724
N  -1.54010  0.69642  -0.43056
C  -2.52519  0.34217  -1.30154
H  -2.29261  -1.38262  0.69096
H  -3.56703  -2.37411  0.24457
H  -4.92653  -2.03347  -1.67239
H  -5.28586  -0.80296  -3.77066
H  -3.91912  1.18669  -4.31926
H  -2.09351  2.73926  -3.67219
H  -0.34279  3.39675  -2.02064
H  -0.05059  2.01791  0.02304
O  -0.35903  -4.01093  2.58041
S  -0.04963  -2.61678  2.80766
O  -0.27477  -2.16240  4.16645
O  -0.87686  -1.73661  1.83906
O  1.36493  -2.28623  2.36058
C  -0.13734  1.81058  5.97157
N  0.37268  1.28085  4.72518
C  1.41588  0.27342  4.87540
P  -0.36112  1.62797  3.29550
O  0.47967  1.09146  2.17980
N  -1.93239  1.17959  3.43058
C  -2.36511  0.03275  4.22223
C  -2.89951  1.55054  2.40302
N  -0.48781  3.27188  3.07266
C  0.62771  3.99383  2.48736
C  -1.47144  4.12468  3.70270
H  0.66841  2.28706  6.53934
H  -0.56755  1.01817  6.59411
H  -0.91172  2.55453  5.79007
H  2.28257  0.72198  5.37206
H  1.71490  -0.10971  3.90515
H  1.05365  -0.57627  5.45657
H  -1.57828  -0.29942  4.89040
H  -2.59770  -0.81171  3.57248
H  -3.25466  0.31159  4.79706
H  -2.50340  2.33899  1.76634
H  -3.81899  1.90857  2.87910
H  -3.13997  0.69126  1.77413
H  1.30578  3.29941  1.99773
H  1.18245  4.55695  3.24776
H  0.26081  4.70474  1.73993
H  -2.26028  3.52800  4.15408
H  -1.92642  4.79011  2.96089
H  -1.01806  4.75246  4.48049
O  2.88990  -4.79871  -4.57941
S  3.04701  -3.79618  -3.55982
O  4.25816  -3.01478  -3.58143
N  1.74459  -2.79040  -3.52203
C  1.08631  -2.89572  -2.39676
S  -0.27282  -1.95764  -1.98873
C  1.63755  -3.91889  -1.44897
C  1.15179  -4.30353  -0.21387
C  1.86604  -5.25268  0.50922
C  3.02490  -5.81807  -0.01083
C  3.50053  -5.45149  -1.26808
C  2.78513  -4.49888  -1.95868
H  0.23673  -3.88988  0.18795
H  1.50428  -5.52693  1.49094
H  3.56762  -6.55361  0.56983
H  4.39697  -5.89240  -1.68406
N  2.44527  1.31299  -1.23532
C  2.08045  1.45395  -2.32463
N  1.65128  1.69396  -3.56014
C  2.46411  2.61220  -4.36634
C  3.50642  1.83503  -5.15366
O  2.88811  0.84753  -5.94887
C  2.20549  -0.10656  -5.12898
C  1.10150  0.56541  -4.33837
H  2.92354  3.35241  -3.71142
H  1.78870  3.12083  -5.05876
H  4.22061  1.37031  -4.45927
H  4.05268  2.49863  -5.82565
H  2.91647  -0.59691  -4.45554
H  1.79356  -0.86412  -5.79134
H  0.61004  -0.13464  -3.66394
H  0.35365  0.98621  -5.01500

Properties
LUMO energy   2.20 eV
Net charge   -1
Energy   -103965.282 eV
Energy relative to the best compared isomer or geometry (same formula, charge and spin)   8.8 kcal/mol
HOMO   -5.444 eV
Kohn-Sham gap   7.640 eV

Here are the Löwdin charges for atoms 1 to 4, given in e:
1 Pb 1.3754
2 N 0.1388
3 C -0.2885
4 C -0.0389